Record 1
73
Properties=species:S:1:pos:R:3 method="wB97M-V/def2-TZVPD" homo_energy_ev="-15.16 / -15.16" spin_multiplicity=4 e_above_lowest_kj_mol=151.3 fmax_ha_per_bohr=0.0564 orbital_gap_ev="8.302 / 9.637" total_charge=+2
Cr 0.225 0.240 -0.421
As 0.866 0.730 4.240
F -0.469 -0.454 4.386
F 1.044 0.786 5.953
F 2.075 2.006 3.935
F 0.657 0.521 2.453
F -0.350 2.031 4.340
F 2.032 -0.594 4.102
C -0.309 -2.996 2.443
C -0.539 -2.564 0.996
C -1.938 -3.186 0.648
O -2.299 -2.862 -0.658
C -3.689 -3.054 -0.870
N -0.652 -1.089 0.976
H -1.096 -2.651 3.117
H 0.588 -2.540 2.872
H -0.191 -4.066 2.613
H 0.177 -2.863 0.235
H -2.649 -3.004 1.461
H -1.805 -4.268 0.777
H -4.029 -2.916 -1.893
H -4.336 -2.534 -0.157
H -3.934 -4.084 -0.585
H -0.200 -0.894 1.867
H -1.637 -0.962 1.193
C 0.582 -2.414 -2.614
O 0.329 -1.497 -1.782
N 1.751 -2.564 -3.254
N -0.283 -3.373 -2.846
H 2.557 -2.031 -2.991
H 1.790 -3.243 -3.991
H -1.109 -3.414 -2.263
H -0.112 -4.087 -3.534
C 3.190 -0.621 0.614
O 1.999 -0.643 0.210
N 3.519 -0.427 1.897
N 4.212 -0.773 -0.216
H 2.768 -0.079 2.479
H 4.476 -0.209 2.111
H 3.996 -1.128 -1.130
H 5.116 -0.513 0.136
C 1.758 1.283 -3.179
O 1.392 0.798 -2.110
N 2.748 0.768 -3.914
N 1.323 2.459 -3.696
H 3.015 1.279 -4.735
H 3.326 -0.006 -3.644
H 1.642 2.735 -4.606
H 0.644 3.026 -3.219
C -1.966 2.637 1.139
O -1.287 1.640 0.826
N -3.136 2.988 0.552
N -1.609 3.493 2.096
H -3.436 2.351 -0.163
H -3.832 3.606 0.927
H -2.287 4.222 2.252
H -1.236 3.057 2.934
C -2.773 0.435 -1.717
O -1.535 0.406 -1.546
N -3.744 0.461 -0.767
N -3.237 0.862 -2.888
H -3.633 0.301 0.222
H -4.637 0.105 -1.081
H -2.582 1.139 -3.600
H -4.189 1.185 -2.887
C 1.791 2.931 0.574
O 1.126 1.944 0.251
N 2.950 3.292 -0.010
N 1.431 3.829 1.513
H 3.583 2.745 -0.569
H 3.465 3.983 0.508
H 2.030 4.617 1.663
H 0.572 3.710 2.026

---

Record 2
57
Properties=species:S:1:pos:R:3 method="wB97M-V/def2-TZVPD" homo_energy_ev=-9.02 spin_multiplicity=1 e_above_lowest_kj_mol=1649.4 fmax_ha_per_bohr=0.1994 orbital_gap_ev=8.455
O -2.164 -1.363 1.630
H -2.424 -2.286 1.587
H -1.350 -1.233 1.139
H -2.153 -0.961 2.502
Cl -0.659 -0.127 -0.324
O -1.160 0.523 0.862
O -0.683 -1.529 -0.036
O -1.500 0.133 -1.411
O 0.686 0.240 -0.462
C -0.654 -0.092 3.242
C -2.130 -0.055 3.815
C -2.896 0.995 3.059
O -2.708 -1.256 3.474
H -0.202 -1.074 3.388
H -0.085 0.706 3.720
H -0.601 0.163 2.184
H -2.130 0.205 4.874
H -3.016 0.797 1.994
H -2.536 2.017 3.181
H -3.967 0.925 3.250
H -3.599 -1.154 3.817
C 4.203 1.671 -1.387
C 4.068 0.154 -1.020
C 2.601 -0.266 -0.907
O 4.692 -0.612 -2.061
H 4.027 1.865 -2.445
H 5.236 2.012 -1.458
H 3.720 2.365 -0.699
H 4.643 -0.131 -0.138
H 2.009 -0.005 -1.784
H 2.047 0.252 -0.124
H 2.496 -1.335 -0.723
H 4.191 -0.567 -2.878
C -0.387 -1.811 -3.146
O -1.618 -1.185 -3.042
H -0.488 -2.847 -2.822
H -0.156 -1.917 -4.206
H 0.351 -1.230 -2.594
H -1.699 -0.501 -2.372
C -3.376 1.519 -2.212
O -2.082 1.472 -2.797
H -3.484 0.949 -1.289
H -3.722 2.515 -1.935
H -4.136 1.019 -2.813
H -1.735 0.612 -2.547
C 1.611 -2.337 0.278
O 1.049 -2.345 -0.963
H 1.670 -1.352 0.740
H 1.011 -2.825 1.046
H 2.615 -2.758 0.345
H 0.221 -1.861 -0.934
C 0.879 2.644 0.246
O 1.918 1.704 0.575
H -0.058 2.463 0.775
H 1.399 3.598 0.329
H 0.587 2.666 -0.804
H 1.631 0.835 0.285

---

Record 3
75
Properties=species:S:1:pos:R:3 method="wB97M-V/def2-TZVPD" homo_energy_ev=-15.46 spin_multiplicity=1 fmax_ha_per_bohr=0.1470 orbital_gap_ev=2.977 total_charge=+3
Na -0.125 -1.746 3.475
Na 3.325 0.823 3.474
Na 1.221 -3.407 -0.883
Na 0.128 1.455 3.915
Na 3.625 -2.205 1.848
S 1.175 -0.362 0.954
O 1.044 -1.811 0.836
O 0.211 0.211 1.932
O 2.474 -0.059 1.500
O 1.205 0.255 -0.338
C -2.914 -4.300 2.027
C -1.924 -3.769 0.962
C -2.534 -3.829 -0.424
O -1.484 -3.669 -1.438
C -2.019 -3.780 -2.819
N -1.473 -2.422 1.394
H -3.604 -3.487 2.251
H -2.338 -4.378 2.950
H -3.425 -5.222 1.753
H -1.024 -4.384 0.991
H -3.290 -3.046 -0.489
H -3.127 -4.732 -0.573
H -1.187 -3.741 -3.522
H -2.681 -2.928 -2.973
H -2.551 -4.701 -3.055
H -0.615 -2.214 0.904
H -2.058 -1.815 0.838
C -1.875 0.011 -1.903
O -3.067 -0.083 -2.150
N -1.190 1.068 -1.854
N -1.118 -1.000 -1.559
H -1.570 1.976 -2.080
H -0.302 0.901 -1.402
H -0.202 -0.890 -1.148
H -1.559 -1.907 -1.512
C -0.741 3.894 0.180
O -0.089 3.997 -0.895
N -1.148 4.946 0.758
N -1.067 2.787 0.858
H -0.583 5.759 0.558
H -1.618 5.038 1.648
H -1.296 3.028 1.812
H -0.620 1.922 0.588
C 5.032 -0.238 -1.392
O 5.876 -0.593 -2.167
N 4.993 0.856 -0.655
N 3.987 -0.963 -1.049
H 4.142 1.158 -0.202
H 5.870 1.357 -0.692
H 3.132 -0.519 -0.746
H 4.064 -1.933 -1.320
C -4.280 -0.122 2.279
O -5.383 -0.210 2.001
N -3.795 -0.863 3.312
N -3.332 0.486 1.713
H -2.907 -0.697 3.763
H -4.420 -1.512 3.768
H -2.415 0.198 2.025
H -3.437 0.847 0.776
C 2.345 4.447 0.964
O 2.271 5.342 1.731
N 2.627 4.610 -0.256
N 2.232 3.122 1.051
H 2.208 3.976 -0.922
H 2.713 5.614 -0.333
H 2.385 2.352 0.416
H 2.178 2.849 2.022
C 2.033 1.145 -3.510
O 2.421 1.351 -4.619
N 1.713 0.015 -2.959
N 2.031 2.035 -2.575
H 1.872 -0.870 -3.419
H 1.453 0.081 -1.985
H 2.540 2.893 -2.733
H 1.863 1.599 -1.679

---

Record 4
81
Properties=species:S:1:pos:R:3 method="wB97M-V/def2-TZVPD" homo_energy_ev="-4.14 / -4.11" spin_multiplicity=2 e_above_lowest_kj_mol=0.0 fmax_ha_per_bohr=0.2183 orbital_gap_ev="7.439 / 6.561" total_charge=-2
N 0.023 -2.253 5.220
S -1.344 -1.924 4.861
O -1.808 -0.603 5.200
O -2.370 -2.942 4.674
F -0.929 -1.669 3.328
S -0.332 -2.280 6.887
O -1.035 -3.450 7.446
O -0.495 -0.977 7.490
F 1.244 -2.497 7.299
O 1.803 1.107 -1.210
C 0.812 0.833 -0.147
C 0.676 -0.570 0.539
O 1.776 -1.390 0.950
H -0.181 1.178 -0.434
H 1.098 1.565 0.608
H 0.112 -1.240 -0.111
H 0.085 -0.334 1.424
C -0.675 0.881 -3.968
O -1.187 0.667 -5.066
N -0.802 -0.047 -3.105
N -0.113 1.987 -3.645
H -1.176 -0.963 -3.312
H -0.325 0.001 -2.216
H -0.265 2.812 -4.207
H 0.532 1.835 -2.883
C 1.342 1.971 4.713
O 1.145 0.795 5.037
N 1.775 2.973 5.479
N 1.194 2.464 3.518
H 2.156 2.713 6.378
H 1.748 3.874 5.025
H 1.358 3.425 3.253
H 0.970 1.727 2.865
C -2.103 4.248 0.655
O -2.068 5.441 0.957
N -2.677 3.629 -0.328
N -1.461 3.347 1.371
H -2.918 4.350 -0.992
H -2.712 2.626 -0.442
H -1.590 2.403 1.034
H -0.824 3.572 2.122
C -3.729 0.546 0.657
O -4.103 1.263 1.557
N -2.814 -0.389 0.682
N -4.159 0.709 -0.592
H -2.272 -0.543 1.520
H -2.705 -0.971 -0.137
H -3.776 -0.043 -1.147
H -5.032 1.180 -0.779
C 3.722 -0.930 -3.985
O 4.669 -0.200 -3.661
N 2.507 -0.723 -3.594
N 3.814 -2.033 -4.696
H 2.314 0.067 -2.995
H 1.700 -1.240 -3.914
H 2.974 -2.592 -4.735
H 4.699 -2.510 -4.794
C 2.283 -4.751 -1.826
O 2.204 -5.428 -2.846
N 1.645 -3.579 -1.584
N 3.031 -5.225 -0.876
H 1.118 -3.318 -2.405
H 1.679 -2.995 -0.760
H 3.461 -6.117 -1.074
H 3.063 -4.786 0.033
C -3.051 -2.828 -1.725
O -2.752 -1.869 -2.434
N -2.142 -3.287 -0.882
N -4.098 -3.574 -1.892
H -1.338 -2.680 -0.949
H -2.250 -4.114 -0.313
H -4.654 -3.590 -2.735
H -3.743 -4.486 -1.643
C 2.258 4.465 -1.571
O 2.634 5.589 -1.846
N 2.590 3.471 -2.366
N 1.659 4.053 -0.516
H 2.514 2.587 -1.884
H 2.858 3.667 -3.320
H 1.437 3.095 -0.286
H 1.326 4.823 0.046

---

Record 5
66
Properties=species:S:1:pos:R:3 method="wB97M-V/def2-TZVPD" homo_energy_ev=-9.53 spin_multiplicity=1 e_above_lowest_kj_mol=60.5 fmax_ha_per_bohr=0.0874 smiles="NC(N)=O.NC(N)=O.NC(N)=O.NC(N)=O.NC(N)=O.NC(N)=O.CC(C)O.CO" orbital_gap_ev=10.001
N -3.870 2.449 -2.079
C -4.672 3.398 -2.909
N -4.356 3.242 -4.350
O -5.468 4.185 -2.490
H -3.914 2.743 -1.127
H -2.913 2.401 -2.452
H -3.832 2.431 -4.430
H -5.015 3.616 -5.045
N 3.156 1.787 -0.315
C 3.973 0.757 -0.631
N 5.286 0.927 -0.306
O 3.599 -0.284 -1.140
H 3.611 2.649 -0.059
H 2.299 1.882 -0.846
H 5.760 1.651 0.289
H 5.845 0.089 -0.423
N -0.088 -3.747 0.881
C 0.963 -4.102 0.084
N 1.978 -4.784 0.717
O 1.027 -3.864 -1.140
H -0.803 -3.092 0.493
H 0.072 -3.597 1.862
H 1.664 -5.410 1.451
H 2.772 -5.192 0.217
N -0.648 -1.736 -2.898
C 0.480 -1.036 -3.181
N 1.605 -1.702 -3.315
O 0.456 0.213 -3.336
H -1.390 -1.156 -2.434
H -0.570 -2.679 -2.559
H 1.708 -2.679 -3.029
H 2.404 -1.125 -3.617
N -3.684 -0.054 2.121
C -4.060 1.211 1.728
N -4.986 1.736 2.550
O -3.612 1.841 0.797
H -4.109 -0.606 2.850
H -2.962 -0.541 1.504
H -5.092 2.733 2.556
H -5.593 1.144 3.110
N -0.972 0.829 0.028
C -0.643 -0.407 0.217
N 0.630 -0.672 -0.001
O -1.567 -1.263 0.367
H -0.249 1.514 0.007
H -1.865 1.184 0.311
H 1.232 -0.040 -0.454
H 0.685 -1.625 -0.363
C 1.077 -0.388 4.610
C 1.406 -1.338 3.543
C 2.929 -1.499 3.456
O 0.753 -2.618 3.772
H 1.624 0.534 4.361
H 1.574 -0.772 5.513
H -0.006 -0.251 4.855
H 0.993 -0.927 2.620
H 3.352 -2.269 4.067
H 3.490 -0.563 3.688
H 3.183 -1.786 2.452
H -0.064 -2.493 4.229
C 0.986 3.502 -2.884
O 0.821 2.576 -1.789
H 1.165 3.012 -3.848
H 0.046 4.094 -2.935
H 1.753 4.242 -2.736
H 0.646 1.724 -2.186

---

Record 6
57
Properties=species:S:1:pos:R:3 method="wB97M-V/def2-TZVPD" homo_energy_ev="-0.13 / -7.05" spin_multiplicity=2 e_above_lowest_kj_mol=0.0 fmax_ha_per_bohr=0.0370 orbital_gap_ev="2.664 / 9.575" total_charge=-1
C -12.102 0.478 -28.400
O -11.334 1.587 -28.846
H -12.376 0.648 -27.359
H -12.974 0.338 -29.039
H -11.413 -0.366 -28.393
H -10.566 1.680 -28.279
C -10.350 2.735 -21.604
O -11.030 3.976 -21.764
H -9.643 2.521 -22.404
H -9.829 2.763 -20.647
H -11.167 2.016 -21.536
H -11.934 3.905 -21.449
C -7.355 4.125 -25.644
O -6.949 5.106 -24.776
H -7.254 4.370 -26.702
H -6.626 3.320 -25.553
H -8.390 3.866 -25.421
H -7.762 5.513 -24.468
C -11.223 1.917 -24.901
O -11.297 0.591 -24.358
H -10.788 1.833 -25.897
H -12.197 2.407 -24.916
H -10.583 2.595 -24.336
H -10.412 0.267 -24.537
C -11.907 -2.255 -22.651
C -10.970 -2.275 -21.440
C -10.405 -0.831 -21.146
O -11.701 -2.658 -20.312
H -12.777 -1.608 -22.540
H -12.278 -3.225 -22.984
H -11.275 -1.958 -23.487
H -10.169 -3.014 -21.461
H -9.852 -0.526 -22.035
H -9.726 -0.690 -20.306
H -11.205 -0.099 -21.034
H -11.891 -3.587 -20.462
C -8.613 -0.380 -28.648
C -7.955 0.931 -28.311
C -7.493 1.795 -29.461
O -8.766 1.690 -27.484
H -9.248 -0.257 -29.525
H -9.190 -0.844 -27.848
H -7.901 -1.154 -28.934
H -7.057 0.635 -27.767
H -8.325 2.363 -29.875
H -6.945 1.298 -30.262
H -6.857 2.572 -29.037
H -8.841 1.242 -26.638
O -13.454 1.012 -22.375
H -13.565 0.401 -21.646
H -12.803 0.596 -22.940
O -9.605 5.405 -23.806
H -10.075 5.100 -23.030
H -9.921 6.298 -23.942
O -8.789 -0.104 -25.124
H -8.779 -0.993 -25.478
H -8.130 -0.114 -24.430

---

Record 7
70
Properties=species:S:1:pos:R:3 method="wB97M-V/def2-TZVPD" homo_energy_ev=-9.62 spin_multiplicity=1 e_above_lowest_kj_mol=53.9 fmax_ha_per_bohr=0.0790 smiles="NC(N)=O.NC(N)=O.NC(N)=O.NC(N)=O.NC(N)=O.CO.CO.CO.CO.CO" orbital_gap_ev=10.166
N 0.826 -3.622 -1.372
C 0.192 -3.746 -0.153
N -0.642 -2.616 -0.007
O 0.377 -4.701 0.595
H 0.864 -2.713 -1.882
H 1.245 -4.502 -1.655
H -0.522 -2.273 0.923
H -0.471 -1.976 -0.764
N -0.235 0.361 -0.659
C -1.217 0.798 -1.476
N -1.324 0.255 -2.698
O -2.002 1.603 -1.018
H 0.637 -0.017 -0.912
H -0.205 0.863 0.236
H -0.714 -0.557 -2.857
H -2.017 0.549 -3.502
N -0.784 4.393 -0.201
C 0.199 3.580 -0.481
N 0.593 3.483 -1.825
O 0.688 2.929 0.475
H -1.424 4.673 -0.964
H -1.114 4.485 0.737
H 0.049 4.117 -2.452
H 1.147 2.700 -2.174
N 0.397 -2.962 3.871
C 0.447 -1.567 3.741
N -0.711 -0.987 3.514
O 1.492 -0.924 3.809
H -0.388 -3.552 3.681
H 1.161 -3.384 4.407
H -1.593 -1.464 3.354
H -0.711 -0.057 3.112
N 2.278 -1.554 1.341
C 2.724 -0.331 0.942
N 2.482 0.740 1.801
O 3.253 -0.286 -0.173
H 2.703 -2.305 0.784
H 2.029 -1.683 2.340
H 1.785 0.473 2.475
H 2.794 1.642 1.517
C -3.186 -4.181 2.384
O -1.778 -4.199 2.516
H -3.455 -3.843 1.412
H -3.638 -5.223 2.634
H -3.679 -3.531 3.130
H -1.284 -4.750 1.892
C -4.792 3.233 -1.662
O -3.554 3.407 -2.344
H -5.626 3.073 -2.361
H -4.726 2.354 -1.017
H -5.097 4.141 -1.158
H -3.047 2.614 -2.085
C 4.091 2.300 -2.652
O 3.084 1.385 -2.231
H 4.271 3.023 -1.862
H 5.091 1.903 -2.843
H 3.807 2.744 -3.586
H 3.373 0.972 -1.385
C 2.769 -1.700 -3.263
O 1.733 -0.822 -2.907
H 3.790 -1.262 -3.011
H 2.720 -2.701 -2.830
H 2.816 -1.878 -4.409
H 2.153 0.097 -2.759
C -2.073 2.133 2.253
O -0.724 1.887 2.896
H -2.880 1.633 2.800
H -2.335 3.168 2.370
H -2.052 1.770 1.237
H -0.054 2.388 2.415